DFT (ωB97M-V/def2-TZVPD) results for a structure of composition C39H29BrF5N4STeW in a non-equilibrium geometry.

Last column: Löwdin charge in e.
Atoms and positions in Å:
W  0.02948  0.89053  -0.37757  1.11
N  0.68553  -0.45646  -2.09847  0.00
C  0.33266  -1.84189  -1.90097  -0.26
C  -0.57997  -2.46767  -2.73213  -0.03
C  -0.92598  -3.78924  -2.48929  -0.07
C  -0.33957  -4.46853  -1.42997  -0.07
C  0.58081  -3.82662  -0.61408  -0.03
C  0.92646  -2.49465  -0.83307  -0.16
C  1.89100  -1.75542  0.01101  -0.22
C  3.02262  -2.46180  0.43587  -0.04
C  3.96993  -1.87484  1.24874  -0.07
C  3.77069  -0.56219  1.65442  -0.07
C  2.64998  0.13226  1.23503  -0.22
C  1.66901  -0.41130  0.38356  -0.32
H  0.30073  -0.14976  -2.98558  0.10
H  1.69697  -0.34775  -2.16917  0.10
H  -1.01136  -1.93363  -3.57336  0.12
H  -1.64227  -4.28636  -3.12906  0.11
H  -0.60309  -5.49978  -1.23713  0.11
H  1.02102  -4.35240  0.22346  0.12
H  3.15765  -3.48437  0.10490  0.12
H  4.84234  -2.43028  1.56609  0.11
H  4.48147  -0.07778  2.31308  0.12
H  2.51035  1.13086  1.62320  0.03
F  7.20084  1.38913  -1.11470  0.15
C  5.92994  1.72485  -0.94619  -0.13
C  4.98038  1.35062  -1.88173  -0.14
F  5.33651  0.65418  -2.95879  0.14
C  3.66300  1.71212  -1.68756  -0.22
F  2.77242  1.34048  -2.63838  0.05
C  3.23095  2.42429  -0.58135  -0.48
S  1.53687  2.81746  -0.28451  0.69
C  4.21043  2.79811  0.33022  -0.25
F  3.87166  3.46959  1.43032  0.10
C  5.54121  2.45833  0.16163  -0.14
F  6.44514  2.81703  1.06608  0.14
Br  -5.38699  -3.62182  2.66446  0.79
C  -4.30791  -2.48606  1.61497  -0.69
C  -4.74610  -1.20257  1.33116  -0.11
C  -3.95703  -0.37605  0.54597  -0.02
C  -2.73623  -0.84241  0.07750  -0.27
C  -2.27683  -2.10659  0.40649  0.00
C  -3.07876  -2.94177  1.16391  -0.10
N  -1.96755  -0.01525  -0.81668  -0.03
C  -2.57251  0.36821  -1.87561  -0.07
C  -1.94607  1.32803  -2.79132  -0.26
C  -2.57342  1.73182  -3.95138  0.02
C  -1.93469  2.66920  -4.76055  -0.02
C  -0.70677  3.15716  -4.36700  -0.01
C  -0.14013  2.70327  -3.17803  -0.11
N  -0.74403  1.80478  -2.41015  -0.04
H  -5.69357  -0.85249  1.71608  0.11
H  -4.27544  0.63465  0.32186  0.12
H  -1.31291  -2.44541  0.05964  0.09
H  -2.73947  -3.93670  1.41554  0.11
H  -3.56027  -0.01765  -2.11706  0.15
H  -3.54071  1.32640  -4.21562  0.13
H  -2.39808  3.00580  -5.67793  0.12
H  -0.17381  3.88716  -4.95943  0.12
H  0.81283  3.06616  -2.81655  0.07
C  -1.12199  5.13301  2.27710  -0.07
C  -1.96069  4.90048  1.01136  -0.18
C  -1.60383  3.61947  0.41866  -0.17
N  -1.27417  2.58512  0.05025  -0.08
H  -1.41754  6.07737  2.72873  0.09
H  -0.06179  5.17425  2.03259  0.08
H  -1.28039  4.33182  2.99684  0.06
H  -1.78811  5.67916  0.26706  0.13
H  -3.02886  4.88258  1.23411  0.13
Te  -0.36886  1.01574  2.38103  1.08
C  -0.71995  -0.95464  3.06553  -0.60
C  0.20901  -1.98509  2.96097  -0.13
C  -0.07068  -3.22856  3.51287  -0.07
C  -1.25826  -3.44313  4.20034  -0.08
C  -2.17075  -2.40655  4.33287  -0.10
C  -1.90736  -1.16972  3.75967  -0.18
H  1.15536  -1.82224  2.46286  0.08
H  0.65866  -4.02518  3.42886  0.11
H  -1.46384  -4.40881  4.64412  0.11
H  -3.09476  -2.56125  4.87524  0.10
H  -2.63057  -0.36881  3.85411  0.09

Its LUMO energy (alpha / beta) is -4.070 / -4.070 eV. The value obtained for the total energy is -5529.01617 Ha. The charge is +1. The HOMO-LUMO gap (alpha / beta) comes out at 5.52 / 5.52 eV. For the energy above the lowest of the compared OMol25 structures with the same formula, charge and spin, the calculation gives 0.453 eV. The HOMO energy (alpha / beta) is -0.35248 / -0.35244 Eh.

---

DFT (ωB97M-V/def2-TZVPD) results for a structure of composition C39H29F12N3O6S3W in a non-equilibrium geometry.

Last column: Löwdin charge in e.
Atoms and positions in Å:
W  1.43793  0.52524  0.03201  1.93
C  1.76013  -5.87092  -1.91099  -0.04
C  1.40460  -4.62397  -1.14994  -0.26
C  0.12953  -4.07990  -1.19845  -0.02
C  -0.18512  -2.92299  -0.50365  -0.01
C  0.77800  -2.28373  0.26526  -0.24
N  0.53960  -1.08098  0.99010  -0.10
C  -0.50154  -1.04521  1.92232  -0.18
C  -1.21178  -2.22020  2.22173  0.00
C  -2.27270  -2.24862  3.10475  -0.03
C  -2.69212  -1.10683  3.77333  -0.27
C  -3.82878  -1.12444  4.75913  -0.05
C  -1.96160  0.04679  3.54084  0.01
C  -0.89524  0.10528  2.64566  -0.08
C  -0.06468  1.37167  2.63841  -0.24
O  0.86609  1.34959  1.61574  -0.25
C  0.74562  1.48911  3.98586  -0.54
F  0.02589  2.10666  4.93996  0.16
F  1.05732  0.28431  4.46175  0.17
F  1.86510  2.17683  3.80901  0.19
C  -0.87922  2.68878  2.42949  -0.54
F  -1.78476  2.95254  3.38336  0.15
F  -0.05008  3.73006  2.35840  0.19
F  -1.56651  2.62615  1.28449  0.13
C  2.07861  -2.79279  0.27751  -0.07
C  2.37657  -3.95847  -0.40874  0.02
C  3.09312  -1.89322  0.95518  -0.23
O  2.96174  -0.58706  0.46577  -0.27
C  2.90678  -1.84632  2.53097  -0.51
F  3.98063  -2.28819  3.20001  0.17
F  2.68916  -0.59902  2.93808  0.16
F  1.87926  -2.60809  2.93100  0.17
C  4.55759  -2.30878  0.64613  -0.56
F  4.77154  -2.40110  -0.66835  0.13
F  4.84808  -3.51514  1.16830  0.15
F  5.41970  -1.42009  1.13366  0.19
H  0.92622  -6.20635  -2.52653  0.07
H  2.02813  -6.68387  -1.23369  0.08
H  2.61646  -5.69467  -2.56437  0.08
H  -0.63457  -4.55515  -1.80268  0.12
H  -1.18002  -2.51218  -0.57164  0.10
H  -0.90967  -3.14609  1.75917  0.11
H  -2.77063  -3.19414  3.28874  0.11
H  -4.30199  -2.10539  4.79141  0.07
H  -4.59455  -0.38947  4.50348  0.08
H  -3.47976  -0.89022  5.76631  0.08
H  -2.20918  0.93268  4.11045  0.12
H  3.37902  -4.35967  -0.40408  0.12
S  4.38326  0.30286  -2.13973  0.75
C  2.99392  -0.49310  -2.38267  -1.13
N  1.70082  -0.16040  -1.93225  -0.18
C  0.77171  -0.58564  -2.92635  -0.29
C  -0.44621  -0.01428  -3.25838  -0.05
C  -1.21227  -0.57538  -4.27145  -0.08
C  -0.78279  -1.69643  -4.96351  -0.09
C  0.47237  -2.22671  -4.70026  -0.09
C  1.24519  -1.64140  -3.71568  -0.47
S  2.94161  -1.91234  -3.42737  1.02
H  -0.77955  0.87853  -2.75692  0.05
H  -2.16234  -0.12228  -4.52596  0.10
H  -1.39980  -2.12932  -5.73976  0.10
H  0.86389  -3.04873  -5.28531  0.11
O  3.72890  2.99134  1.64797  0.17
C  3.08593  2.95713  0.64518  -0.48
O  2.81823  1.76599  0.02011  -0.31
C  2.54227  4.09834  -0.11096  -0.15
C  3.18271  5.32800  0.04543  -0.01
C  2.76453  6.43592  -0.66061  -0.08
C  1.68369  6.31035  -1.52936  -0.08
C  1.03303  5.10156  -1.67511  -0.12
C  1.44126  3.96604  -0.96435  -0.51
S  0.41647  2.54873  -1.15262  0.80
H  4.01994  5.38041  0.72888  0.12
H  3.27169  7.38396  -0.54554  0.10
H  1.34415  7.16707  -2.09787  0.10
H  0.18624  5.01856  -2.34494  0.10
O  -2.49773  -0.95257  -1.41498  0.02
C  -2.06603  0.02816  -0.77623  -0.57
O  -0.89541  0.29632  -0.44644  -0.16
C  -3.16739  1.00738  -0.28634  -0.14
N  -4.45996  0.31481  -0.65051  0.08
C  -5.20055  1.15951  -1.63753  -0.11
C  -4.09774  2.00129  -2.26123  -0.13
C  -3.20262  2.32178  -1.06504  -0.12
H  -3.09289  1.12484  0.79162  0.14
H  -5.01417  0.05268  0.15773  0.18
H  -4.02130  -0.55528  -1.10932  0.14
H  -5.90937  1.78167  -1.09212  0.13
H  -5.74126  0.51782  -2.32928  0.13
H  -4.49486  2.88876  -2.74892  0.12
H  -3.55246  1.41599  -3.00450  0.11
H  -3.64574  3.10960  -0.45356  0.13
H  -2.19727  2.63597  -1.33868  0.06

Its LUMO energy is -1.639 eV. The value obtained for the total energy is -4579.49938 Ha. The charge is 0. The HOMO-LUMO gap comes out at 5.97 eV. For the energy above the lowest of the compared OMol25 structures with the same formula, charge and spin, the calculation gives 2.139 eV. The HOMO energy is -0.27962 Eh.

---

DFT (ωB97M-V/def2-TZVPD) results for a structure of composition C39H29F9GeN4O6Rh in a non-equilibrium geometry.

Last column: Löwdin charge in e.
Atoms and positions in Å:
Rh  0.05353  0.15876  0.13639  1.30
O  3.80902  -3.62903  -2.07511  0.04
C  2.77091  -3.56964  -2.92622  -0.28
C  2.89167  -4.25732  -4.13549  -0.03
C  1.87015  -4.22868  -5.06367  -0.10
C  0.70100  -3.51684  -4.81167  -0.10
C  0.56931  -2.84640  -3.61206  -0.02
C  1.58499  -2.86220  -2.65528  -0.07
C  1.35980  -2.12564  -1.39023  -0.39
O  0.20930  -1.70030  -1.12560  -0.07
N  2.43212  -2.00833  -0.55425  0.06
N  1.99130  -1.33990  0.48852  -0.07
C  2.49826  -1.22493  1.64766  -0.09
C  1.56825  -0.61322  2.59890  -0.23
C  1.91383  -0.37476  3.92898  -0.02
C  0.97600  0.14645  4.80118  -0.06
C  -0.31031  0.39748  4.34475  -0.05
C  -0.59201  0.14504  3.01496  -0.11
N  0.31036  -0.33617  2.15985  0.01
H  3.58429  -3.04238  -1.30238  0.06
H  3.81000  -4.79831  -4.32267  0.11
H  1.98842  -4.76230  -5.99923  0.10
H  -0.09206  -3.48287  -5.54608  0.09
H  -0.32285  -2.27930  -3.38048  0.11
H  3.45790  -1.63151  1.96964  0.12
H  2.92201  -0.59444  4.25255  0.11
H  1.24270  0.35652  5.82907  0.11
H  -1.07866  0.80670  4.99003  0.07
H  -1.56717  0.33420  2.58628  0.10
F  1.08454  0.45060  -4.41630  0.16
C  -0.01546  1.14030  -4.07607  -0.54
F  -0.23446  2.04947  -5.04796  0.15
F  -1.04214  0.29491  -4.09557  0.17
C  0.16416  1.76644  -2.64552  -0.30
O  0.10826  0.72355  -1.81043  -0.19
C  1.55784  2.49197  -2.60556  -0.53
F  2.53587  1.62510  -2.38220  0.18
F  1.61066  3.42712  -1.63122  0.14
F  1.84435  3.13795  -3.75613  0.15
C  -0.94617  2.83912  -2.43753  -0.54
F  -0.94124  3.30324  -1.18987  0.16
F  -0.78992  3.90593  -3.25132  0.15
F  -2.15455  2.32554  -2.66923  0.18
O  -3.43257  -0.30507  -1.61278  0.08
C  -2.60872  -0.29649  -0.76628  -0.49
N  -1.86179  -0.35481  0.17249  -0.01
O  1.78978  1.58847  0.57823  -0.01
C  0.93604  2.35113  1.06192  -0.62
O  -0.30007  2.00780  1.03386  -0.13
C  1.34254  3.62458  1.74078  -0.16
C  0.40515  4.80164  1.56628  -0.24
Ge  -1.43312  4.69344  2.28027  1.05
C  -3.02994  4.08670  1.32846  -0.26
C  -3.30043  2.74167  1.08449  -0.11
C  -4.52311  2.34923  0.56119  -0.07
C  -5.49195  3.29556  0.25902  -0.09
C  -5.23646  4.63626  0.49374  -0.09
C  -4.01824  5.02416  1.03384  -0.11
C  -1.74852  6.61547  2.64298  -0.28
C  -1.70929  7.53076  1.58911  -0.12
C  -1.84231  8.89309  1.80982  -0.09
C  -2.01207  9.37242  3.10149  -0.10
C  -2.05028  8.48023  4.16152  -0.10
C  -1.91844  7.11632  3.93045  -0.10
C  -1.38458  3.82041  4.03727  -0.26
C  -2.45844  3.07310  4.51220  -0.10
C  -2.43702  2.52156  5.78634  -0.11
C  -1.33444  2.70734  6.60720  -0.11
C  -0.25309  3.44634  6.14743  -0.09
C  -0.28330  3.99537  4.87403  -0.11
H  2.34700  3.85627  1.38570  0.12
H  1.42656  3.38785  2.80786  0.11
H  0.35799  5.12180  0.52177  0.08
H  0.81818  5.64754  2.12339  0.07
H  -2.54826  1.98856  1.28762  0.06
H  -4.71186  1.30298  0.36962  0.10
H  -6.43999  2.98603  -0.16281  0.10
H  -5.98463  5.38494  0.26256  0.10
H  -3.84713  6.07551  1.23119  0.08
H  -1.57784  7.17710  0.57102  0.11
H  -1.81324  9.58126  0.97403  0.10
H  -2.11240  10.43605  3.27913  0.10
H  -2.18341  8.84503  5.17290  0.10
H  -1.95684  6.43312  4.77187  0.09
H  -3.32623  2.92090  3.87975  0.10
H  -3.28430  1.94563  6.13805  0.11
H  -1.31650  2.27679  7.60080  0.10
H  0.61152  3.59792  6.78219  0.10
H  0.56526  4.58130  4.53464  0.10

Its LUMO energy is 2.100 eV. The value obtained for the total energy is -5260.46953 Ha. The charge is -1. The HOMO-LUMO gap comes out at 7.61 eV. For the energy above the lowest of the compared OMol25 structures with the same formula, charge and spin, the calculation gives 0.211 eV. The HOMO energy is -0.20240 Eh.